Below is a molecular structure, C48H58N2NdO2P2, with properties calculated with ωB97M-V with the def2-TZVPD basis set.

Element x y z (Å)
Nd: -0.2951 0.1464 0.1841
C: 3.8453 0.3514 6.3308
C: 4.4912 0.6409 4.9656
C: 5.6745 -0.3023 4.7560
C: 4.9921 2.0926 4.9325
C: 3.4246 0.4499 3.8989
C: 3.4480 -0.5885 2.9699
C: 2.4391 -0.6906 2.0354
N: 1.4169 0.1695 1.9506
C: 1.3495 1.1537 2.8721
C: 2.3299 1.3168 3.8300
C: 0.1561 2.0511 2.8109
C: -0.2665 2.7699 3.9099
C: -1.3641 3.6353 3.8243
C: -1.9981 3.7199 2.5841
C: -1.5479 2.9462 1.5372
N: -0.5046 2.1072 1.6320
C: -1.7927 4.4537 5.0316
C: -0.6997 5.5071 5.2839
C: -3.1271 5.1585 4.7925
C: -1.9180 3.5355 6.2561
H: 4.5885 0.4898 7.1162
H: 3.4777 -0.6741 6.3924
H: 3.0160 1.0303 6.5384
H: 6.4307 -0.0980 5.5130
H: 6.1451 -0.1619 3.7807
H: 5.3914 -1.3510 4.8637
H: 5.7942 2.2079 5.6611
H: 4.2148 2.8096 5.1995
H: 5.3917 2.3626 3.9536
H: 4.2440 -1.3185 2.9628
H: 2.4474 -1.5091 1.3221
H: 2.2608 2.1394 4.5264
H: 0.2577 2.6626 4.8476
H: -2.8418 4.3749 2.4271
H: -2.0364 3.0037 0.5687
H: -0.5792 6.1728 4.4282
H: 0.2645 5.0447 5.5028
H: -0.9801 6.1136 6.1452
H: -3.0633 5.9070 4.0008
H: -3.4207 5.6832 5.7007
H: -3.9271 4.4560 4.5493
H: -0.9618 3.1059 6.5569
H: -2.6263 2.7237 6.0806
H: -2.2836 4.1174 7.1018
C: 3.0805 0.1166 -1.2641
O: 1.6448 0.3439 -1.2578
C: 1.2224 1.1100 -2.4074
C: -0.1352 0.6769 -2.9409
O: -1.0869 1.1137 -1.8816
C: -2.4958 1.2662 -2.1957
H: 3.5851 1.0650 -1.4398
H: 3.3098 -0.6000 -2.0509
H: 3.3593 -0.2657 -0.2895
H: 1.9511 0.9893 -3.2044
H: 1.1735 2.1648 -2.1264
H: -1.1581 -0.9318 -3.8822
H: -0.3769 2.5615 -3.9294
H: -2.6349 1.3946 -3.2624
H: -2.8443 2.1631 -1.6888
H: -3.0434 0.3909 -1.8459
C: 0.3441 -2.6888 -0.8322
C: -0.2610 -3.4033 0.4034
P: -1.0402 -2.2331 1.6069
C: -1.3539 -3.1230 3.1431
C: -2.0474 -2.4594 4.1551
C: -2.3368 -3.1194 5.3361
C: -1.9331 -4.4378 5.5157
C: -1.2392 -5.0970 4.5138
C: -0.9446 -4.4414 3.3245
C: -2.7198 -1.8870 0.9773
C: -3.5737 -2.9073 0.5578
C: -4.8511 -2.6066 0.1150
C: -5.2984 -1.2879 0.0919
C: -4.4680 -0.2635 0.5193
C: -3.1822 -0.5689 0.9530
P: -1.0017 -1.8429 -1.7823
C: -1.9750 -3.1420 -2.5374
C: -3.2522 -2.7854 -2.9793
C: -4.0566 -3.7231 -3.6038
C: -3.5974 -5.0255 -3.7679
C: -2.3355 -5.3865 -3.3200
C: -1.5160 -4.4455 -2.7106
C: -0.2961 -0.8513 -3.2024
C: -0.3500 1.5048 -4.2090
C: 0.6452 1.3207 -5.3233
C: 1.4426 0.2888 -5.6020
C: 1.6018 -0.9855 -4.8930
C: 0.8924 -1.4860 -3.8802
H: 0.8856 -3.3920 -1.4679
H: 1.1114 -1.9627 -0.5177
H: 0.5474 -3.9076 0.9374
H: -0.9702 -4.1749 0.0976
H: -2.3797 -1.4353 4.0222
H: -2.8811 -2.6090 6.1189
H: -2.1642 -4.9516 6.4389
H: -0.9284 -6.1236 4.6509
H: -0.4093 -4.9796 2.5539
H: -3.2530 -3.9419 0.5936
H: -5.5127 -3.4034 -0.1983
H: -6.3051 -1.0676 -0.2375
H: -4.8260 0.7580 0.5365
H: -2.5863 0.2549 1.3636
H: -3.6255 -1.7780 -2.8278
H: -5.0409 -3.4432 -3.9539
H: -4.2297 -5.7592 -4.2497
H: -1.9830 -6.4000 -3.4554
H: -0.5271 -4.7420 -2.3852
H: -1.3318 1.2812 -4.6321
H: 0.6728 2.1582 -6.0104
H: 2.0629 0.3942 -6.4833
H: 2.3903 -1.6204 -5.2807
H: 1.1525 -2.4883 -3.5579

Properties
ΔE to the lowest compared entry with this formula, charge and spin (kcal/mol): 1.5
Expectation value of S²: 3.7538
Total charge: +3
Highest occupied orbital energy (spin up / spin down) (eV): -15.81 / -15.80
Electronic energy (eV): -91625.78360
2S+1: 4
E_LUMO (spin up / spin down) (eV): -8.181 / -7.914

Atom charges from the Mulliken analysis, given in e for atoms 1 to 4:
1. Nd 0.237
2. C -1.478
3. C 1.766
4. C -2.042